{"formula": "C4H11N3O2", "method": "the ωB97M-V functional and the def2-TZVPD basis", "species": ["C", "N", "C", "N", "N", "H", "H", "H", "H", "H", "H", "H", "C", "C", "O", "O", "H", "H", "H", "H"], "xyz": [[1.46780, -1.73469, -0.09784], [0.41397, -2.42238, 0.57554], [-0.45010, -1.73969, 1.21644], [-0.44000, -0.39370, 1.36728], [-1.57658, -2.40389, 1.67292], [1.99142, -0.95930, 0.50299], [1.10764, -1.18806, -0.97411], [2.33709, -2.33818, -0.34521], [-1.10631, 0.13619, 1.90157], [0.22698, 0.17209, 0.85088], [-2.15482, -1.94243, 2.36330], [-1.51650, -3.37692, 1.90805], [-0.47110, 1.07903, -1.96750], [0.13851, 2.07516, -1.07299], [0.41040, 1.90313, 0.09062], [0.58450, 3.13546, -1.75212], [0.07607, 0.46929, -2.70439], [-1.20252, 1.48977, -2.67228], [-0.94371, 0.23628, -1.46683], [1.22517, 3.62394, -1.20843]], "e_lumo_ev": 0.54, "charge": 0, "relative_energy_kj_mol": 98.14, "orbital_gap_ha": 0.31660, "energy_ev": -12891.813, "e_homo_ev": -8.07}

---

{"formula": "C4H11N3O2", "method": "the ωB97M-V functional and the def2-TZVPD basis", "species": ["C", "N", "C", "N", "N", "H", "H", "H", "H", "H", "H", "H", "C", "C", "O", "O", "H", "H", "H", "H"], "xyz": [[0.41702, 1.73771, 2.45952], [-0.35462, 1.26863, 1.30564], [-0.80137, 0.08441, 1.35360], [-1.73686, -0.34254, 0.43115], [-0.32363, -0.95412, 2.13220], [1.41475, 1.28211, 2.44095], [0.00367, 1.37873, 3.40851], [0.48750, 2.81758, 2.40620], [-1.50464, -1.16961, -0.09037], [-2.08315, 0.37884, -0.18070], [-0.95519, -1.64948, 2.49434], [0.55805, -0.79869, 2.58467], [0.35932, -0.08973, -3.43777], [1.03220, -0.54342, -2.14962], [2.08490, -0.20342, -1.71255], [0.20588, -1.46020, -1.57395], [-0.07751, -0.98773, -3.86253], [1.13056, 0.29137, -4.10502], [-0.35243, 0.68394, -3.22152], [0.49556, -1.72439, -0.68276]], "e_lumo_ev": 0.66, "charge": 0, "relative_energy_kj_mol": 72.09, "orbital_gap_ha": 0.34780, "energy_ev": -12892.083, "e_homo_ev": -8.80}

---

{"formula": "C4H11N3O2", "method": "the ωB97M-V functional and the def2-TZVPD basis", "species": ["C", "N", "C", "N", "N", "H", "H", "H", "H", "H", "H", "H", "C", "C", "O", "O", "H", "H", "H", "H"], "xyz": [[1.14027, 2.32359, -0.23954], [1.31431, 0.93344, -0.05799], [1.13694, 0.44478, 1.14705], [0.07299, 0.89614, 2.01266], [1.64544, -0.81291, 1.50747], [0.45926, 2.44749, -1.16515], [2.23856, 2.59206, -0.54469], [0.94221, 3.00200, 0.62237], [-0.21288, 1.85273, 1.69248], [0.04513, 0.91058, 2.99059], [1.14737, -1.17578, 2.30076], [2.20971, -1.29169, 0.93527], [-1.53908, -0.64032, -1.10014], [-1.79948, -1.98248, -1.60010], [-2.76948, -2.43279, -2.18379], [-0.76540, -2.92482, -1.41773], [-2.37357, -0.13258, -1.03594], [-0.79539, -0.04747, -1.46756], [-1.20468, -0.55991, -0.09998], [-0.89222, -3.40207, -2.29603]], "e_lumo_ev": 0.65, "charge": 0, "relative_energy_kj_mol": 261.12, "orbital_gap_ha": 0.33796, "energy_ev": -12890.124, "e_homo_ev": -8.54}